Formula: C27H38N6O4
Source: OMol25
Level of theory: ωB97M-V/def2-TZVPD

Cartesian coordinates (Å):
H: 1.515 0.986 4.309
H: 1.658 2.951 5.836
C: 1.729 1.430 -6.033
C: -1.409 2.839 4.222
C: -1.630 -0.653 1.639
C: -2.063 -1.997 1.361
H: 0.186 0.442 -4.923
H: -1.656 3.880 4.414
N: -0.033 0.534 2.994
H: -1.725 -2.835 3.304
H: 0.617 -1.783 -3.697
C: -2.041 -3.040 2.294
C: -2.067 1.187 -1.372
C: -2.507 -2.257 0.051
H: 2.548 1.023 -5.444
H: 3.423 -1.388 -1.093
C: -1.161 -0.222 2.996
H: -2.436 -5.102 2.650
H: -3.029 1.259 -1.884
C: 0.817 -2.334 -1.630
C: -2.449 -4.301 1.925
C: 2.297 0.645 -0.532
H: 0.601 3.171 3.579
H: -0.060 0.578 5.047
H: 0.394 4.180 5.831
H: 0.075 2.594 6.534
C: 0.451 1.461 -5.205
C: 2.854 -1.694 -0.213
H: 1.063 -1.511 3.113
N: -1.661 0.275 0.741
C: -0.936 1.054 -2.393
N: 2.224 -0.478 0.282
C: 0.588 3.115 5.728
N: 1.474 -1.604 2.198
H: 2.011 -2.809 -3.366
H: 3.563 -2.071 0.532
C: -2.549 -1.185 -0.947
C: -2.882 -4.558 0.625
H: 0.091 -3.140 -1.757
H: -3.251 -3.708 -1.317
H: -1.211 0.294 -3.123
H: -0.366 1.864 -5.808
C: 1.415 -1.982 -2.986
C: 1.502 -0.461 1.450
C: 0.623 2.315 -3.950
O: 2.930 0.658 -1.564
H: -1.913 2.061 -0.736
H: 1.450 1.913 -3.360
H: -0.503 3.151 -2.321
C: 0.772 0.641 1.829
H: 1.599 0.810 -6.917
C: 1.853 -2.787 -0.602
H: 0.271 -1.474 -1.235
O: -1.743 -0.545 4.015
C: 0.431 1.128 4.238
H: -1.490 2.674 -3.701
H: 1.321 -3.146 0.282
H: -3.199 -5.553 0.351
H: -1.962 2.213 4.920
C: -0.637 2.381 -3.085
C: 0.092 2.618 4.373
H: 0.895 3.329 -4.254
H: 2.426 -3.621 -1.011
N: -2.106 0.041 -0.480
H: -0.034 0.718 -1.879
H: 2.043 -1.097 -2.926
H: -1.721 2.597 3.210
C: -2.914 -3.544 -0.305
O: 0.180 2.875 1.235
C: 0.776 1.842 1.036
H: 2.241 -2.248 2.124
N: 1.614 1.734 -0.083
H: 1.652 2.551 -0.684
O: -2.926 -1.315 -2.097
H: 2.004 2.433 -6.353

Structure (SMILES)   CCCCCCn1nc(C(=O)N(CC(C)C)c2c(N)n(CCCC)c(=O)[nH]c2=O)c2ccccc2c1=O
Molecular weight   510.6 g mol⁻¹
2S+1   1
Frontier orbital gap   8.48 eV
Energy   -45749.5777 eV
E_LUMO   0.113 eV

---

Formula: C24H34ClF9N3O5Zn
Source: OMol25
Level of theory: ωB97M-V/def2-TZVPD

Cartesian coordinates (Å):
H: -1.364 -1.138 6.110
C: 1.051 0.880 -4.886
H: -0.913 0.948 -2.167
H: 4.388 3.847 2.669
N: -0.950 -2.172 4.333
H: -2.105 -3.757 3.619
F: -3.497 -3.421 -0.923
H: 5.676 1.054 2.372
H: -3.532 2.265 0.179
C: -0.513 -1.371 5.462
C: -3.229 -0.861 -1.380
H: 4.242 0.048 2.743
H: -2.025 0.760 -6.350
F: -2.203 -3.592 0.830
O: 0.055 -0.781 2.826
C: 0.610 1.378 -3.630
H: 0.244 -1.895 6.065
H: -3.218 3.761 1.071
H: -2.458 -3.285 5.308
C: 2.650 1.534 1.490
C: -0.382 2.990 0.453
C: 4.296 3.296 1.724
F: -4.560 -1.162 -1.400
O: 1.325 3.173 -2.092
O: -0.096 2.505 1.559
H: 2.619 -3.758 -1.978
H: -0.989 -4.229 4.924
H: -0.953 3.601 -1.987
Cl: 1.271 -3.184 1.227
H: 5.280 3.272 1.238
C: -2.777 2.809 0.761
C: 3.227 -1.254 -0.608
H: 0.396 3.379 -0.240
C: 1.807 -1.774 -0.539
C: -0.529 -1.865 3.124
F: -4.161 0.067 0.916
H: -0.081 -0.452 5.056
H: 3.576 3.811 1.071
O: 2.193 0.379 1.742
N: 3.817 1.941 1.979
H: -2.660 3.056 -1.893
F: -4.384 -2.092 1.219
C: -1.866 3.625 -1.382
C: 1.496 2.141 -2.725
C: 1.227 -2.178 -1.701
H: 2.102 0.656 -5.030
C: -1.648 0.877 -4.225
H: -2.479 2.221 1.631
H: 3.779 -1.696 -1.452
C: -3.465 -1.095 1.057
C: 4.656 1.054 2.768
F: -2.785 -0.993 2.229
C: -0.710 1.056 -3.240
Zn: 0.765 -0.840 0.896
C: 0.084 0.710 -5.892
H: -2.703 0.800 -3.952
H: 4.710 1.405 3.803
O: -1.240 -0.739 -0.010
N: -1.616 3.024 -0.085
H: 0.938 -4.265 -2.133
H: 3.055 -0.187 -0.874
C: -1.669 -3.430 4.571
H: 2.084 2.268 0.900
H: 1.684 -3.362 -3.442
F: -1.343 -3.217 -1.136
H: 0.401 0.464 -6.916
H: 3.818 -1.296 0.301
C: 1.623 -3.449 -2.369
F: -3.141 0.505 -1.482
H: -2.207 4.670 -1.280
H: 2.448 1.609 -2.487
H: 0.383 -1.651 -2.142
C: -2.441 -1.347 -0.121
H: -0.748 -2.598 2.348
F: -2.686 -1.365 -2.529
C: -1.266 0.812 -5.563
C: -2.386 -2.897 -0.335

Molecular weight   716.4 g mol⁻¹
2S+1   1
Frontier orbital gap   4.47 eV
Net charge   -1
Energy   -125544.8785 eV
E_LUMO   2.356 eV

---

Formula: C27H47CuGe2N2Si
Source: OMol25
Level of theory: ωB97M-V/def2-TZVPD

Cartesian coordinates (Å):
H: -2.402 -1.627 1.506
H: 2.916 -0.491 -3.852
H: -1.134 2.740 0.331
C: -0.955 -0.244 -2.693
C: -1.435 2.208 3.131
H: -0.580 4.031 2.355
H: -4.582 -0.975 0.636
H: -0.073 0.853 -4.364
H: -1.698 0.511 -2.435
C: 2.121 -2.330 -3.083
C: 0.315 -0.006 4.233
H: 1.393 -4.299 -2.637
H: -0.614 -0.529 4.463
H: 3.331 -3.872 -6.428
H: -1.130 -3.445 0.471
H: 2.483 1.803 2.513
C: -2.582 1.667 3.721
C: -3.717 3.782 3.584
C: 2.658 1.837 -2.598
C: -3.710 2.443 3.951
C: 0.141 -2.688 2.088
Ge: 0.635 -0.125 -1.523
H: -3.593 0.470 -1.227
C: 2.346 -4.234 -4.556
H: 3.030 2.862 -2.569
H: -1.163 -4.428 1.937
H: -4.581 2.006 4.421
H: 0.224 -4.475 0.855
H: -2.415 -1.512 -0.101
H: 0.847 -3.104 2.813
H: 1.804 1.914 -0.621
H: -1.422 -1.218 -2.518
H: 2.173 -5.283 -4.758
H: 3.698 -1.471 -5.962
H: 1.094 -0.751 4.087
Cu: -0.651 0.217 0.615
H: 0.114 -0.894 -4.483
H: -2.598 0.625 4.021
H: 3.295 -1.842 2.065
C: -3.057 2.100 0.099
H: -3.213 2.362 1.145
C: 1.777 -2.417 -0.625
C: 1.914 -3.683 -3.360
N: -2.461 -0.954 0.749
H: 3.375 0.885 0.640
H: 1.558 3.069 3.321
C: -2.588 4.345 3.003
C: 3.775 -0.102 0.880
C: 2.754 -1.543 -4.042
H: 4.752 0.047 1.342
H: -0.587 -2.131 2.683
C: -0.522 -3.816 1.301
C: 1.531 2.330 2.517
C: -1.461 3.565 2.783
H: 0.689 2.367 -1.889
C: -0.566 -0.102 -4.169
Si: 0.088 1.169 2.797
H: 3.935 -0.628 -0.063
H: 2.280 -3.383 -0.573
Ge: 1.150 -1.434 0.940
H: 2.681 -0.357 2.740
H: -4.908 1.151 -0.307
C: 1.668 -1.768 -1.790
H: -1.448 -0.150 -4.809
H: 3.488 1.181 -2.331
C: -3.860 0.852 -0.236
H: 0.578 0.590 5.113
C: 2.993 -3.442 -5.495
C: 3.195 -2.095 -5.234
C: 1.486 1.661 -1.634
H: 2.376 1.623 -3.629
H: 1.447 2.869 1.571
C: -3.767 -0.263 0.793
C: 2.838 -0.881 1.799
H: -3.422 2.938 -0.500
N: -1.593 1.947 -0.110
H: -2.582 5.393 2.735
H: -1.395 2.038 -1.101
H: -3.887 0.157 1.793
H: -4.595 4.389 3.764

Molecular weight   636.5 g mol⁻¹
2S+1   2
Frontier orbital gap (alpha / beta)   7.77 / 6.43 eV
Net charge   +1
Energy   -197285.9163 eV
E_LUMO (alpha / beta)   -2.147 / -4.431 eV

---

Formula: C22H34ClIrNO3P2
Source: OMol25
Level of theory: ωB97M-V/def2-TZVPD

Cartesian coordinates (Å):
H: 2.912 -2.438 -1.049
H: -4.126 -0.385 0.899
O: 1.448 0.607 0.719
H: 3.519 1.727 -1.413
H: -2.342 -1.558 -6.403
H: 3.583 0.602 2.845
H: -2.787 -1.502 1.332
H: -3.196 0.579 -2.067
H: -0.950 2.463 -3.773
H: 3.858 -2.119 -2.535
H: -0.585 1.312 3.635
H: -1.868 2.743 -6.097
H: -0.116 -1.764 7.500
H: 1.600 -0.329 -4.352
C: -0.512 -1.599 5.376
C: -0.229 -1.092 6.651
C: 2.866 -2.031 -2.067
H: -2.570 0.727 -7.394
C: 2.487 0.545 2.837
C: -0.515 0.663 4.500
H: -1.547 1.795 2.065
C: -0.305 1.186 5.770
H: 4.651 0.438 -1.917
H: -4.010 1.518 -0.773
P: 2.317 -0.280 -2.021
H: 0.177 -1.548 -0.633
H: 3.911 0.400 -0.287
Ir: 0.206 0.015 -0.985
C: -1.272 1.613 -4.381
H: 2.384 -2.062 2.374
C: -0.860 -1.249 2.888
H: 3.315 0.167 -4.211
H: -3.215 2.022 1.451
H: -3.383 -1.477 -0.339
H: 3.403 -1.646 0.994
C: 3.739 0.654 -1.341
P: -1.973 0.453 0.076
H: 2.061 1.553 2.901
C: -1.779 1.747 -5.660
H: -2.557 2.170 -1.582
C: -3.039 1.254 -1.219
H: -1.836 2.826 0.629
C: 2.032 -0.119 1.575
O: -0.710 -0.346 1.981
C: -2.047 -0.677 -5.832
C: -0.115 0.297 6.843
C: 2.313 0.266 -3.768
C: -1.545 -0.837 -4.556
O: -1.123 -2.452 2.744
C: -3.190 -0.852 0.544
C: 2.384 -1.549 1.401
H: -0.319 2.262 5.920
Cl: 0.229 0.920 8.394
C: -0.632 -0.719 4.293
H: 2.012 1.321 -3.812
H: 2.140 -2.615 -2.649
H: 1.667 -2.059 0.745
N: -0.606 0.155 -2.581
C: -1.128 0.309 -3.803
C: -2.169 0.609 -6.386
C: -2.157 1.925 1.170
H: -0.642 -2.668 5.205
H: 2.169 -0.061 3.696
H: -1.428 -1.809 -4.070

Molecular weight   650.1 g mol⁻¹
2S+1   6
Frontier orbital gap (alpha / beta)   4.78 / 5.89 eV
Energy   -64931.4747 eV
E_LUMO (alpha / beta)   0.298 / -2.370 eV

---

> The lowest molecular weight belongs to which entry?

C27H38N6O4

---

> Which of these has the highest energy?

C27H38N6O4